[1]
Molecular formula: C10H5ClNO5V
Method: DFT, ωB97M-V/def2-TZVPD

```
23
Properties=species:S:1:pos:R:3:forces:R:3
O -0.45222 -3.39652 0.67147 0.757 3.158 0.517
C -0.11770 -2.31012 0.97372 -2.109 -8.129 -1.339
V 0.47436 -0.80829 1.62988 0.871 5.917 -0.733
C -0.48878 -0.76524 3.23808 -3.576 -1.017 5.651
O -1.13618 -0.73931 4.21164 2.309 0.175 -3.505
C 1.09973 -2.26223 -2.26487 3.458 4.330 2.015
O 2.21519 -1.90064 -2.16829 -1.847 -1.698 -0.696
C -0.26883 -2.27520 -2.16965 0.746 -1.970 -1.370
O -1.04640 -1.45842 -1.67542 0.060 0.434 0.347
C 2.25880 -1.27582 1.99876 5.990 -3.349 1.634
O 3.34065 -1.65205 2.23240 -3.729 1.731 -0.955
H -0.38179 -3.21374 -2.67830 -2.392 -1.017 -0.372
Cl -3.38388 2.33920 -0.69773 -0.283 0.070 -0.071
C -1.71800 2.07971 -0.46159 0.175 -0.501 0.263
C -0.77352 2.95893 -0.99005 0.050 -0.470 0.270
C 0.56841 2.67975 -0.76702 0.536 -0.050 0.094
C 0.93762 1.56966 -0.01055 -0.665 0.115 -0.017
N 0.00267 0.73728 0.51182 -0.790 1.534 -1.386
C -1.31689 0.95892 0.26822 0.899 0.893 -0.361
H -1.10652 3.82211 -1.55788 0.136 -0.105 0.064
H 1.35209 3.32560 -1.16472 -0.281 -0.176 0.101
H 1.98028 1.32816 0.20570 -0.288 0.155 -0.128
H -2.03908 0.25825 0.66436 -0.027 -0.028 -0.023
```
Positions in Å, forces in eV/Å.

Output
Energy relative to the best compared isomer or geometry (same formula, charge and spin): 0.0 kcal per mole
Total charge: +1
Calculated total energy: -2218.80691 hartree
Kohn-Sham gap (spin up / spin down): 6.92 / 6.89 eV
HOMO (spin up / spin down): -12.03 / -12.47 eV
LUMO (spin up / spin down): -0.1880 / -0.2049 Eh
Spin multiplicity: 4
Max |F|: 8.50 eV/A

Atomic charges from the natural (NBO) analysis, expressed in e, are listed below: number 1, O, carries -0.411; number 2, C, carries 0.476; number 3, V, carries 0.371; number 4, C, carries 0.515; number 5, O, carries -0.360; number 6, C, carries 0.645; number 7, O, carries -0.358; number 8, C, carries 0.077; number 9, O, carries -0.524; number 10, C, carries 0.516; number 11, O, carries -0.351; number 12, H, carries 0.171; number 13, Cl, carries 0.104; number 14, C, carries -0.064; number 15, C, carries -0.123; number 16, C, carries -0.213; number 17, C, carries 0.054; number 18, N, carries -0.573; number 19, C, carries 0.062; number 20, H, carries 0.263; number 21, H, carries 0.258; number 22, H, carries 0.224; number 23, H, carries 0.240

[2]
Molecular formula: C10H5EuNO5
Method: DFT, ωB97M-V/def2-TZVPD

```
22
Properties=species:S:1:pos:R:3:forces:R:3
O -0.00457 4.03135 -2.01120 -0.005 -3.475 -0.087
C -0.00558 2.89104 -2.01523 0.004 2.947 0.171
Eu -0.00361 -0.26370 -1.56330 -0.006 1.539 1.534
O -0.00179 0.02104 -5.43305 -0.002 -0.099 4.380
C -0.00218 -0.01882 -4.28765 0.003 0.070 -4.550
C -0.00017 -2.77559 -1.97717 0.002 -5.604 -0.206
O 0.00005 -3.92225 -2.01491 0.001 4.645 0.055
C -2.64418 -0.01916 -1.91065 -4.838 0.161 -0.091
O -3.78967 0.02871 -1.94243 4.518 -0.144 0.066
C 2.63900 -0.03101 -1.90983 4.890 0.144 -0.094
O 3.78517 0.01204 -1.94164 -4.570 -0.129 0.068
C 0.00397 0.00586 3.65613 0.015 0.078 -0.091
C 0.12999 1.20462 2.94645 -0.009 -0.123 -0.798
C 0.12316 1.16160 1.55168 0.025 0.346 0.129
N -0.00036 0.00218 0.86450 0.020 -0.008 -0.754
C -0.12134 -1.15466 1.55551 0.006 -0.076 0.277
C -0.12336 -1.19416 2.95157 -0.027 -0.140 -0.889
H 0.00653 0.00681 4.74659 -0.005 -0.007 -0.247
H 0.23498 2.17592 3.42000 -0.027 -0.216 0.116
H 0.21643 2.07006 0.94142 -0.025 -0.282 0.453
H -0.21579 -2.06663 0.94616 0.002 0.134 0.434
H -0.22667 -2.16524 3.42704 0.030 0.238 0.124
```
Positions in Å, forces in eV/Å.

Output
Energy relative to the best compared isomer or geometry (same formula, charge and spin): 0.0 kcal per mole
Total charge: +3
Calculated total energy: -1524.16445 hartree
Kohn-Sham gap (spin up / spin down): 4.36 / 7.16 eV
HOMO (spin up / spin down): -20.46 / -20.46 eV
LUMO (spin up / spin down): -0.5917 / -0.4891 Eh
Spin multiplicity: 7
Max |F|: 5.61 eV/A

Atomic charges from the natural (NBO) analysis, expressed in e, are listed below: number 1, O, carries -0.304; number 2, C, carries 0.443; number 3, Eu, carries 1.797; number 4, O, carries -0.250; number 5, C, carries 0.438; number 6, C, carries 0.412; number 7, O, carries -0.213; number 8, C, carries 0.430; number 9, O, carries -0.242; number 10, C, carries 0.430; number 11, O, carries -0.242; number 12, C, carries -0.050; number 13, C, carries -0.187; number 14, C, carries 0.047; number 15, N, carries -0.636; number 16, C, carries 0.026; number 17, C, carries -0.189; number 18, H, carries 0.289; number 19, H, carries 0.289; number 20, H, carries 0.223; number 21, H, carries 0.202; number 22, H, carries 0.287

[3]
Molecular formula: C10H6Cl2GaN2O3RuS
Method: DFT, ωB97M-V/def2-TZVPD

```
26
Properties=species:S:1:pos:R:3:forces:R:3
Ga -1.25635 -1.70155 -3.04775 -1.840 -1.644 -0.721
Ru 0.58703 0.95465 -1.94118 -4.044 -0.339 2.548
Cl -2.06552 -3.52150 -2.21815 0.453 0.719 -0.081
Cl -0.43162 2.93451 -1.33092 0.263 -0.380 -0.548
C 2.32275 1.34454 -1.41740 7.367 2.755 1.290
C 0.88302 -0.68873 -2.92857 3.885 -2.204 -4.148
C 0.64534 1.69709 -3.63969 -0.006 2.322 -6.853
O 3.40221 1.66624 -1.15883 -3.804 -1.340 -0.814
O 1.55016 -1.36868 -3.63029 -2.997 2.253 2.439
O 0.56219 2.02748 -4.75029 0.478 -1.229 4.870
N 1.38170 -1.91936 -0.92063 -0.348 -0.113 2.294
C 0.64450 -1.36861 0.09302 0.781 -0.548 -1.425
N 0.21041 -0.11967 0.01391 -0.517 1.623 1.086
C -0.41720 0.26159 1.20494 1.359 -0.890 -1.826
C -0.94169 1.50471 1.56567 -0.365 0.726 -0.699
C -1.59925 1.65601 2.78691 0.247 0.300 0.606
C -1.62116 0.60100 3.71795 -0.724 0.106 0.227
C -1.12736 -0.66459 3.35859 0.235 -0.656 0.748
C -0.47965 -0.79640 2.13313 0.327 -2.241 -0.564
S 0.20466 -2.26634 1.49436 -0.746 0.599 1.465
H 1.53278 -2.92414 -0.84799 0.237 -0.180 -0.060
H 2.25269 -1.42357 -1.12553 -0.077 -0.061 -0.275
H -0.88303 2.31315 0.84875 -0.026 0.155 0.186
H -2.03270 2.61638 3.05982 -0.046 -0.035 -0.083
H -2.11215 0.72621 4.67834 0.062 0.073 0.122
H -1.21177 -1.54045 4.00181 -0.155 0.227 0.217
```
Positions in Å, forces in eV/Å.

Output
Energy relative to the best compared isomer or geometry (same formula, charge and spin): 3.4 kcal per mole
Total charge: +4
Calculated total energy: -4056.22425 hartree
Kohn-Sham gap (spin up / spin down): 6.51 / 4.69 eV
HOMO (spin up / spin down): -21.81 / -23.93 eV
LUMO (spin up / spin down): -0.5623 / -0.7068 Eh
Spin multiplicity: 6
Max |F|: 7.97 eV/A

Atomic charges from the natural (NBO) analysis, expressed in e, are listed below: number 1, Ga, carries 1.251; number 2, Ru, carries 0.187; number 3, Cl, carries -0.292; number 4, Cl, carries -0.014; number 5, C, carries 0.534; number 6, C, carries 0.265; number 7, C, carries 0.681; number 8, O, carries -0.238; number 9, O, carries -0.293; number 10, O, carries -0.240; number 11, N, carries -0.726; number 12, C, carries 0.308; number 13, N, carries -0.510; number 14, C, carries 0.240; number 15, C, carries -0.017; number 16, C, carries -0.021; number 17, C, carries 0.010; number 18, C, carries 0.036; number 19, C, carries -0.164; number 20, S, carries 0.817; number 21, H, carries 0.470; number 22, H, carries 0.462; number 23, H, carries 0.297; number 24, H, carries 0.322; number 25, H, carries 0.322; number 26, H, carries 0.313